86
Properties=species:S:1:pos:R:3 method="wB97M-V/def2-TZVPD" max_force_ev_per_a=10.702 homo_lumo_gap_ev=7.68 smiles="NC(N)=O.NC(N)=O.NC(N)=O.NC(N)=O.CC(C)O.CC(C)O.CC(C)O.CC(C)O.CO" lumo_energy_ev=-0.32 energy_ha=-1793.844707 multiplicity=1
O 1.520 -3.501 -3.818
O -0.699 0.922 4.152
N 1.736 0.358 -2.090
H 0.825 5.392 -0.679
H -1.793 5.445 -1.059
O 0.735 2.721 -2.719
H -0.988 5.330 0.500
H 1.192 -3.436 0.975
H -0.684 -2.824 1.950
H 0.057 1.065 4.771
H -2.323 -1.003 -0.654
H -0.916 2.443 -5.514
C 0.288 -3.625 -3.846
N 0.633 -3.842 0.100
C 1.849 2.319 1.291
H 0.553 3.502 -2.116
H 0.507 -5.564 -5.126
H -3.753 0.473 4.539
C -0.041 -4.627 -5.002
H -2.846 -0.047 3.241
O 0.843 2.155 0.580
H 3.125 3.714 0.282
C 1.266 -2.587 3.081
H -0.190 -1.100 2.612
N -1.682 -0.923 0.151
C -2.919 0.754 3.972
C -1.884 2.059 5.965
N -0.626 0.052 1.726
O 1.745 -3.561 3.938
H 1.703 -2.995 -2.975
C -0.039 2.296 -4.927
H -2.812 2.575 5.860
C -1.045 4.969 -0.505
H 1.612 3.112 1.994
C -1.626 0.138 0.890
N 0.922 -1.099 -0.579
H -1.790 0.048 5.478
O -1.429 -4.816 -0.670
H -1.986 1.097 -3.369
C 1.704 -0.855 -1.595
H -0.549 -1.968 -2.633
N 0.069 -2.069 3.135
H 1.498 0.949 2.832
O 0.190 4.931 -1.202
H -0.933 3.438 -3.370
H 2.432 0.334 1.417
C 2.988 2.618 0.305
C -1.714 0.930 4.900
H -1.862 1.587 6.913
C -0.625 -4.061 0.212
H -3.036 1.746 3.526
H -1.036 2.710 5.998
N 1.935 -2.248 1.984
H -0.218 -4.047 -6.009
H -2.103 -3.755 1.431
H 0.791 2.996 -5.292
H 1.247 1.235 -1.829
H -1.445 -1.889 0.636
C -1.125 1.396 -2.788
C -0.594 -2.355 -3.685
H 0.125 -0.494 -0.212
H 1.690 -1.455 1.351
N -1.229 -3.429 1.199
H 0.695 -2.058 -0.463
H -0.539 0.530 -2.501
H 3.154 1.386 2.600
H 3.136 2.292 -0.727
H 2.443 0.463 -2.822
H -0.821 0.454 2.655
H -1.616 -2.712 -3.857
H -0.382 -1.548 -4.337
H -1.209 3.876 -0.427
H 3.929 2.329 0.787
C -0.284 2.530 -3.415
H 0.317 1.249 -5.102
H -0.077 -4.199 -2.941
O 2.501 -1.894 -1.972
H -0.039 0.850 1.440
H 2.950 -2.528 1.779
C 2.212 1.093 2.112
H -0.544 -2.366 3.990
H 1.129 -4.424 -0.609
O -2.329 1.341 0.695
H -1.075 -5.001 -4.812
H -1.523 1.701 -1.870
H 0.732 3.001 0.175